1.
Molecular formula: AgCl
Method: DFT, ωB97M-V/def2-TZVPD

The geometry in XYZ format:
```
2
Properties=species:S:1:pos:R:3
Ag -0.916 -0.335 -0.161
Cl 0.916 0.335 0.161
```

**Lowest unoccupied orbital energy (alpha / beta)**: -7.1559 / -10.6929 eV
**Energy relative to the best compared isomer or geometry (same formula, charge and spin)**: 32.0 kcal per mole
**⟨S²⟩**: 0.754
**HOMO-LUMO gap (alpha / beta)**: 10.5 / 6.7 eV
**DFT total energy**: -16510.0249 eV
**Multiplicity**: 2
**Total charge**: +1
**E_HOMO (alpha / beta)**: -0.6494 / -0.6402 hartree
**M**: 143.32 g/mol

How positive or negative is each atom? The Löwdin charges in e answer that: Ag 0.8110; Cl 0.1890

2.
Molecular formula: CH6N3
Method: DFT, ωB97M-V/def2-TZVPD

The geometry in XYZ format:
```
10
Properties=species:S:1:pos:R:3
C -1.878 0.368 -0.181
N 1.341 1.158 0.052
N 1.111 -1.101 -0.097
N 0.729 0.140 -0.094
H -1.974 1.387 -0.198
H -1.969 -0.108 0.816
H -1.999 -0.411 -0.963
H 2.335 1.430 0.097
H 0.346 -1.813 0.168
H 1.959 -1.049 0.399
```

**Lowest unoccupied orbital energy (alpha / beta)**: -7.4432 / -6.1524 eV
**Energy relative to the best compared isomer or geometry (same formula, charge and spin)**: 168.9 kcal per mole
**HOMO-LUMO gap (alpha / beta)**: 6.7 / 8.9 eV
**DFT total energy**: -5591.6192 eV
**Total charge**: +1
**E_HOMO (alpha / beta)**: -0.5196 / -0.5526 hartree
**M**: 60.08 g/mol

How positive or negative is each atom? The Löwdin charges in e answer that: C 0.3256; N 0.1658; N 0.1266; N -0.1752; H 0.0165; H 0.0538; H 0.0647; H 0.1376; H 0.1779; H 0.1066

3.
Molecular formula: C28H56InO15S6
Method: DFT, ωB97M-V/def2-TZVPD

The geometry in XYZ format:
```
106
Properties=species:S:1:pos:R:3
C -3.117 3.275 -2.101
C -2.351 1.986 -2.117
O -2.863 0.901 -1.965
O -1.039 2.182 -2.337
C -0.254 0.987 -2.342
O -0.048 0.462 -1.272
C 0.259 0.530 -3.656
In -1.020 1.136 -5.430
H -4.047 3.090 -1.581
H -3.314 3.532 -3.135
H -2.539 4.046 -1.608
H 1.265 0.909 -3.783
H 0.240 -0.540 -3.578
H 0.034 1.769 -6.726
H -2.207 2.430 -5.056
H -1.934 -0.325 -5.905
C 1.100 -3.144 0.099
C 1.650 -4.415 -0.566
C 2.264 -3.999 -1.910
S 2.799 -2.294 -1.703
O 2.005 -1.453 -2.554
O 4.248 -2.239 -1.714
C 2.196 -2.097 -0.033
H 0.839 -3.309 1.141
H 0.205 -2.809 -0.429
H 2.420 -4.857 0.071
H 0.872 -5.164 -0.709
H 3.123 -4.605 -2.183
H 1.529 -4.016 -2.714
H 1.840 -1.078 0.102
H 3.027 -2.302 0.644
C -1.942 1.532 1.455
C -1.673 2.138 2.839
C -3.016 2.635 3.392
S -4.272 1.593 2.639
O -5.097 2.421 1.785
O -4.869 0.745 3.647
C -3.164 0.638 1.617
H -1.088 0.972 1.080
H -2.159 2.326 0.737
H -1.263 1.370 3.497
H -0.946 2.948 2.791
H -3.081 2.538 4.473
H -3.223 3.665 3.099
H -3.650 0.395 0.674
H -2.920 -0.274 2.162
C 4.283 -0.637 4.572
C 4.237 0.583 3.639
C 3.024 0.409 2.731
S 1.842 -0.572 3.648
O 1.701 -1.848 2.993
O 0.698 0.241 3.983
C 2.859 -0.817 5.102
H 5.000 -0.500 5.381
H 4.576 -1.524 4.009
H 4.140 1.489 4.243
H 5.132 0.681 3.036
H 2.558 1.354 2.463
H 3.289 -0.142 1.833
H 2.669 -1.806 5.512
H 2.594 -0.051 5.830
C 9.216 -1.414 1.684
C 8.839 -1.715 0.226
C 7.421 -2.301 0.229
S 6.602 -1.615 1.670
O 6.313 -2.681 2.598
O 5.582 -0.695 1.243
C 8.012 -0.695 2.284
H 10.117 -0.805 1.753
H 9.398 -2.347 2.221
H 8.854 -0.790 -0.352
H 9.544 -2.403 -0.239
H 6.852 -2.026 -0.656
H 7.430 -3.383 0.341
H 7.997 -0.694 3.371
H 7.929 0.324 1.905
C -7.779 5.395 5.387
C -7.407 4.157 4.560
C -6.903 4.645 3.197
S -6.211 6.276 3.477
O -7.004 7.255 2.776
O -4.777 6.234 3.328
C -6.616 6.367 5.221
H -7.946 5.150 6.436
H -8.695 5.842 4.995
H -6.615 3.602 5.068
H -8.252 3.481 4.442
H -6.130 3.998 2.791
H -7.716 4.746 2.481
H -6.860 7.394 5.481
H -5.740 6.036 5.779
C -1.967 -4.337 -8.787
C -3.045 -3.480 -8.107
C -2.861 -3.624 -6.593
S -1.118 -3.968 -6.330
O -0.982 -5.302 -5.787
O -0.509 -2.833 -5.708
C -0.665 -4.011 -8.062
H -1.893 -4.126 -9.853
H -2.205 -5.397 -8.669
H -2.913 -2.435 -8.393
H -4.049 -3.779 -8.409
H -3.115 -2.712 -6.056
H -3.427 -4.464 -6.193
H 0.119 -4.749 -8.212
H -0.303 -3.018 -8.327
```

**Lowest unoccupied orbital energy**: 1.5168 eV
**HOMO-LUMO gap**: 6.4 eV
**DFT total energy**: -130840.1956 eV
**Total charge**: -1
**E_HOMO**: -0.1780 hartree
**M**: 939.96 g/mol

Atomic partial charges in e from the Löwdin method, atoms 1 to 99: C 0.0127; C -0.5874; O 0.0904; O 0.0194; C -0.4867; O 0.0916; C -0.2200; In 0.3062; H 0.0823; H 0.0636; H 0.0830; H 0.0503; H 0.0184; H -0.1634; H -0.1217; H -0.1389; C -0.2117; C -0.2106; C -0.2130; S 0.6853; O -0.2962; O -0.3468; C -0.2439; H 0.0983; H 0.1267; H 0.1121; H 0.1104; H 0.0948; H 0.1052; H 0.0967; H 0.0914; C -0.2023; C -0.2089; C -0.2144; S 0.6734; O -0.3365; O -0.3421; C -0.2110; H 0.1073; H 0.1140; H 0.0831; H 0.1163; H 0.0985; H 0.0953; H 0.1049; H 0.1103; C -0.2149; C -0.2152; C -0.2090; S 0.6849; O -0.3094; O -0.3241; C -0.2216; H 0.1147; H 0.0939; H 0.1178; H 0.0837; H 0.1109; H 0.0743; H 0.1053; H 0.1038; C -0.2222; C -0.2092; C -0.2072; S 0.6668; O -0.3167; O -0.3130; C -0.2314; H 0.1128; H 0.1178; H 0.1181; H 0.1128; H 0.0977; H 0.1081; H 0.1058; H 0.1092; C -0.2271; C -0.2060; C -0.2124; S 0.6644; O -0.3268; O -0.3291; C -0.2378; H 0.1104; H 0.1161; H 0.1163; H 0.1151; H 0.0590; H 0.1102; H 0.1027; H 0.1043; C -0.2290; C -0.2145; C -0.2235; S 0.6369; O -0.3406; O -0.3333; C -0.2326; H 0.1091

4.
Molecular formula: C4H18O4
Method: DFT, ωB97M-V/def2-TZVPD

The geometry in XYZ format:
```
26
Properties=species:S:1:pos:R:3
C -2.775 -0.634 -0.654
C -1.953 -1.265 0.409
C -0.443 -1.585 -0.295
C -0.328 -3.073 -0.510
H -2.921 -1.241 -1.548
H -2.476 0.380 -0.934
H -3.766 -0.411 -0.207
H -2.240 -2.211 0.866
H -1.776 -0.463 1.133
H 0.244 -1.235 0.479
H -0.390 -0.963 -1.181
H 0.554 -3.393 -1.079
H -1.263 -3.471 -0.925
H -0.233 -3.572 0.459
H 4.987 2.555 1.409
H 3.598 2.376 2.000
O 4.290 3.011 1.906
H 3.849 -0.245 0.452
H 2.451 0.333 0.499
O 3.345 0.582 0.282
H -1.283 3.465 -0.755
H -2.257 2.603 -0.043
O -1.543 3.198 0.143
H 1.545 1.705 -0.779
H 0.139 2.184 -0.452
O 0.646 1.370 -0.680
```

**Lowest unoccupied orbital energy (alpha / beta)**: -3.0256 / -10.0384 eV
**Energy relative to the best compared isomer or geometry (same formula, charge and spin)**: 10.2 kcal per mole
**⟨S²⟩**: 0.753
**HOMO-LUMO gap (alpha / beta)**: 10.1 / 3.1 eV
**DFT total energy**: -12619.2851 eV
**Multiplicity**: 2
**Total charge**: +1
**E_HOMO (alpha / beta)**: -0.4819 / -0.4819 hartree
**M**: 130.18 g/mol

How positive or negative is each atom? The Löwdin charges in e answer that: C -0.0448; C -0.0595; C -0.0788; C -0.0541; H 0.1110; H 0.0936; H 0.1517; H 0.1367; H 0.1307; H 0.1329; H 0.1062; H 0.1225; H 0.1082; H 0.0973; H 0.0375; H -0.0112; O -0.0550; H 0.0755; H -0.0021; O -0.0484; H 0.0638; H 0.0183; O -0.0287; H 0.0407; H 0.0230; O -0.0670

5.
Molecular formula: CH2O2S
Method: DFT, ωB97M-V/def2-TZVPD

The geometry in XYZ format:
```
6
Properties=species:S:1:pos:R:3
C 1.971 -0.566 0.591
O 2.634 -0.168 -0.257
O -1.985 -0.321 -0.002
S -1.063 1.014 0.309
H 0.192 0.534 0.361
H -1.750 -0.494 -1.003
```

**Lowest unoccupied orbital energy**: 0.2740 eV
**Energy relative to the best compared isomer or geometry (same formula, charge and spin)**: 45.4 kcal per mole
**HOMO-LUMO gap**: 9.6 eV
**DFT total energy**: -15997.9662 eV
**E_HOMO**: -0.3421 hartree
**M**: 78.09 g/mol

How positive or negative is each atom? The Löwdin charges in e answer that: C 0.0200; O 0.0300; O -0.5779; S 0.6970; H -0.2506; H 0.0814

6.
Molecular formula: C20H25NO5S2
Method: DFT, ωB97M-V/def2-TZVPD

The geometry in XYZ format:
```
53
Properties=species:S:1:pos:R:3
C 0.674 1.662 3.949
C 1.268 1.156 2.852
S 0.306 0.788 1.400
O -0.384 1.982 0.961
O 1.162 0.054 0.493
C -0.944 -0.367 1.975
C -0.693 -1.738 1.899
C -1.604 -2.639 2.452
C -2.800 -2.167 2.999
C -3.072 -0.796 3.031
C -2.140 0.109 2.518
S 3.018 0.699 2.862
O 3.487 0.884 4.214
O 3.679 1.338 1.749
C 3.038 -1.087 2.543
C 3.621 -1.566 1.373
C 3.611 -2.939 1.115
C 3.030 -3.815 2.034
C 2.468 -3.328 3.217
C 2.506 -1.960 3.493
H -0.383 1.911 3.919
H 1.279 1.853 4.830
H 0.222 -2.089 1.424
H -1.378 -3.707 2.444
H -3.529 -2.873 3.393
H -4.007 -0.425 3.454
H -2.331 1.180 2.541
H 4.066 -0.866 0.671
H 4.054 -3.311 0.190
H 3.019 -4.885 1.829
H 2.003 -4.009 3.933
H 2.110 -1.564 4.426
C -2.157 -1.631 -4.619
O -2.280 -0.329 -4.033
C -1.415 0.614 -4.622
C -1.667 1.962 -3.934
C -0.769 3.058 -4.533
C -0.381 3.934 -3.337
C -0.518 3.005 -2.103
N -1.338 1.932 -2.553
H -2.869 -2.268 -4.086
H -2.401 -1.638 -5.699
H -1.138 -2.044 -4.501
H -0.350 0.332 -4.464
H -1.595 0.732 -5.714
H -2.735 2.229 -4.079
H 0.117 2.555 -4.939
H -1.267 3.594 -5.344
H 0.625 4.340 -3.431
H -1.091 4.762 -3.249
H 0.474 2.630 -1.787
H -0.931 3.530 -1.228
H -1.673 1.214 -1.929
```

**Lowest unoccupied orbital energy**: -0.5441 eV
**Energy relative to the best compared isomer or geometry (same formula, charge and spin)**: 0.0 kcal per mole
**HOMO-LUMO gap**: 6.9 eV
**DFT total energy**: -54540.5838 eV
**E_HOMO**: -0.2728 hartree
**M**: 423.56 g/mol

How positive or negative is each atom? The Löwdin charges in e answer that: C 0.0878; C -0.3764; S 0.6923; O -0.2891; O -0.2992; C -0.2695; C -0.0514; C -0.0624; C -0.0716; C -0.0667; C -0.0652; S 0.7033; O -0.3013; O -0.2899; C -0.2810; C -0.0559; C -0.0598; C -0.0766; C -0.0797; C -0.0654; H 0.0819; H 0.0852; H 0.1099; H 0.1107; H 0.1072; H 0.1105; H 0.1129; H 0.1194; H 0.1116; H 0.1062; H 0.1093; H 0.1207; C -0.1070; O -0.1925; C -0.2208; C -0.3560; C -0.1418; C -0.1543; C -0.2306; N -0.0259; H 0.0831; H 0.0869; H 0.0871; H 0.1340; H 0.1313; H 0.1435; H 0.1104; H 0.1106; H 0.1013; H 0.1044; H 0.1042; H 0.0994; H 0.1249

Which value of M does entry 4 give?
130.18 g/mol

Among the records above, which one has the highest M?
C28H56InO15S6

Look up the M of the third one.
939.96 g/mol

Which value of M does entry 3 give?
939.96 g/mol